Molecular formula: C6H2Cl4
Method: DFT, ωB97M-V/def2-TZVPD

Structure (ORCA input):
```
! wB97M-V def2-TZVPD RIJCOSX def2/J DEFGRID3
* xyz 0 1
C 3.1429 1.3791 -1.0589
C 2.5679 0.3162 -0.8587
C 1.6522 -0.6918 -0.3903
Cl 1.9797 -2.5615 -0.6153
C 0.3569 -0.4556 0.0606
Cl -0.6921 0.8649 -0.2653
Cl -0.2640 -1.2599 1.4373
H 3.6294 2.0515 -1.7036
C -2.8187 0.3855 1.5124
C -3.3419 -0.1657 0.5916
Cl -3.8257 -1.0506 -0.7008
H -2.3867 1.1880 1.9910
*
```

Properties
relative energy (zero: lowest compared OMol25 entry of this formula, charge and spin): 0.0 kJ/mol
SMILES: C#CC(Cl)=C(Cl)Cl.C#CCl
HOMO-LUMO gap (alpha / beta): 8.0 / 8.0 eV

Molecular formula: C6H2F5N
Method: DFT, ωB97M-V/def2-TZVPD

Structure (ORCA input):
```
! wB97M-V def2-TZVPD RIJCOSX def2/J DEFGRID3
* xyz 0 1
F -3.0271 -0.2383 0.5033
C -1.7352 0.0666 0.5273
C -0.8556 -0.4647 -0.4869
C 0.4563 0.0488 -0.4783
C 1.4516 -0.7226 -1.2844
F 1.2821 -2.0064 -0.9277
F 2.7991 -0.3369 -1.1221
F 1.0509 -0.5536 -2.5929
C 0.8968 0.8499 0.5676
N 0.1291 1.1468 1.6193
C -1.1384 0.7961 1.6387
F -1.8519 1.2041 2.7101
H -1.2933 -1.0949 -1.2663
H 1.8357 1.3053 0.5924
*
```

Properties
relative energy (zero: lowest compared OMol25 entry of this formula, charge and spin): 48.0 kJ/mol
SMILES: Fc1cc(C(F)(F)F)cnc1F
HOMO-LUMO gap: 10.2 eV

Molecular formula: C6H30N2O8
Method: DFT, ωB97M-V/def2-TZVPD

Structure (ORCA input):
```
! wB97M-V def2-TZVPD RIJCOSX def2/J DEFGRID3
* xyz 0 1
C 0.0016 -1.4543 -2.9219
C -1.0149 -0.6462 -3.0854
C -1.3915 0.5111 -2.1499
C -1.8659 0.0939 -0.6762
C -2.8395 -1.0363 -0.7188
N -2.1166 1.3718 -0.0458
C -2.3820 1.2462 1.4363
N -1.3811 0.6140 2.2577
H 0.6472 -1.4189 -2.0324
H 0.3483 -2.3037 -3.5084
H -1.8012 -0.7319 -3.8627
H -2.2640 0.9959 -2.5887
H -0.4627 1.0666 -1.9957
H -0.9494 -0.1505 -0.0899
H -3.1113 -1.4989 0.2254
H -3.7427 -0.6489 -1.1895
H -2.4852 -1.8999 -1.3105
H -2.8637 1.9071 -0.4748
H -2.5124 2.2486 1.8088
H -3.3723 0.7370 1.5944
H -1.3975 -0.4024 2.3229
H -0.4172 0.8832 2.1022
O 1.5474 -3.5807 -0.0387
H 1.7564 -2.7510 -0.5013
H 2.4079 -3.8004 0.3495
O 1.7361 -0.8715 3.8266
H 0.7858 -0.7860 3.7638
H 2.0676 -0.2281 4.4578
O 1.4714 2.9052 -1.3673
H 0.8506 2.5746 -2.0297
H 0.8962 3.5442 -0.9364
O -2.1897 4.0597 -1.2859
H -2.5261 4.3981 -0.4396
H -1.5584 3.3818 -1.0064
O 3.7393 -2.0491 -1.0846
H 4.0047 -1.1856 -1.4258
H 4.0983 -1.8761 -0.1921
O -0.5758 -2.4114 1.3538
H -0.8785 -3.3358 1.2531
H 0.2923 -2.6134 0.9409
O 3.2638 -0.7074 1.1250
H 2.6635 -0.0293 0.7913
H 2.8887 -0.9481 1.9845
O 1.6335 1.9048 1.5272
H 1.0817 2.1569 0.7736
H 2.0625 2.6524 1.9457
*
```

Properties
relative energy (zero: lowest compared OMol25 entry of this formula, charge and spin): 205.0 kJ/mol
SMILES: C=CC[C@H](C)NCN.O.O.O.O.O.O.O.O
HOMO-LUMO gap: 9.3 eV

Molecular formula: C6H30NO9
Method: DFT, ωB97M-V/def2-TZVPD

Structure (ORCA input):
```
! wB97M-V def2-TZVPD RIJCOSX def2/J DEFGRID3
* xyz -1 1
C 0.4733 0.3040 -1.9622
N 1.0063 0.1791 -0.5765
C -0.1310 0.0420 0.3886
C 0.2745 0.5560 1.7937
C 0.6325 2.0607 1.8079
C 1.4278 -0.2311 2.4134
C -0.6840 -1.3762 0.4474
O -1.1823 -1.8472 -0.7452
H 1.3308 0.3343 -2.6403
H -0.1578 1.1856 -2.0643
H -0.0839 -0.5917 -2.2344
H 1.4877 -0.7193 -0.5933
H -0.8423 0.8046 0.0524
H -0.6052 0.4520 2.4278
H -0.0750 2.6582 1.2292
H 1.5594 2.1501 1.2400
H 0.7168 2.3722 2.8450
H 2.3978 -0.0480 1.9480
H 1.1830 -1.2883 2.3137
H 1.5484 0.0412 3.4636
H -1.4945 -1.3673 1.2313
H 0.0424 -2.0807 0.8803
H -1.9845 -1.2057 4.5331
H -1.2148 -1.3088 3.2485
O -1.0932 -1.1282 4.1924
H -4.4142 1.3583 -2.5842
H -3.7567 1.1326 -1.2100
O -4.3396 1.7302 -1.7093
H -0.4996 -2.9962 -1.0882
H 0.0338 -4.4788 -1.1263
O 0.3483 -3.6099 -1.4178
H -2.5660 -1.2320 -0.9445
H -4.2202 -1.2921 -1.0142
O -3.4595 -0.7319 -0.8818
H -2.0008 3.6440 -1.1323
H -2.5654 2.9108 -2.3562
O -2.0212 3.6624 -2.0892
H 4.3088 -0.2304 -1.1135
H 3.5005 -0.0863 0.1507
O 4.3742 0.1143 -0.2140
H 1.8303 -2.8434 -1.4082
H 2.8792 -2.7718 -0.3100
O 2.7588 -2.5123 -1.2318
H 1.2574 2.8844 -1.8671
H 2.0324 2.2718 -0.8189
O 1.9874 3.1288 -1.2735
*
```

Properties
relative energy (zero: lowest compared OMol25 entry of this formula, charge and spin): 203.0 kJ/mol
HOMO-LUMO gap: 8.1 eV

Molecular formula: C6H30O9
Method: DFT, ωB97M-V/def2-TZVPD

Structure (ORCA input):
```
! wB97M-V def2-TZVPD RIJCOSX def2/J DEFGRID3
* xyz -1 2
C 2.2488 -6.4700 -17.0053
O 3.5318 -6.7664 -16.3958
H 2.4126 -6.1397 -18.0310
H 1.5853 -7.3348 -17.0011
H 1.7230 -5.6562 -16.5059
H 3.9911 -5.9641 -16.1369
C -0.4457 -3.7251 -15.0978
O 0.1615 -4.9294 -14.7627
H -1.4827 -3.8948 -15.3873
H -0.4359 -3.0857 -14.2151
H 0.1038 -3.1789 -15.8646
H 0.9900 -4.6781 -14.3479
C 1.0218 -6.6419 -10.9611
O 0.3745 -5.3612 -11.2385
H 1.2492 -7.1411 -11.9029
H 1.8746 -6.5692 -10.2862
H 0.2310 -7.2565 -10.5308
H 0.9814 -4.9651 -11.8681
C 2.8511 -2.6421 -10.0768
O 3.4749 -2.4599 -8.8042
H 2.5985 -1.6795 -10.5215
H 3.3372 -3.3571 -10.7405
H 1.8288 -3.0203 -10.0687
H 3.5004 -3.3025 -8.3448
C 5.9276 -6.6483 -13.3226
O 6.6007 -5.8624 -14.3139
H 5.4913 -7.5649 -13.7196
H 6.3940 -6.7215 -12.3401
H 5.0793 -6.0581 -12.9760
H 7.4971 -6.1778 -14.4499
C 4.1923 -0.6205 -12.6913
O 4.0674 -1.9660 -13.0898
H 4.6690 -0.0131 -13.4607
H 3.3271 -0.0787 -12.3092
H 4.8190 -0.5656 -11.8012
H 4.9300 -2.3864 -13.1167
O 2.5604 -4.3774 -13.4775
H 2.8881 -3.5040 -13.2631
H 3.0605 -4.6382 -14.2508
O 2.2771 -1.3230 -15.2727
H 1.9069 -0.4777 -15.0186
H 3.0423 -1.4295 -14.7075
O 4.4282 -4.2481 -15.4339
H 5.2252 -4.0429 -14.9451
H 4.4656 -3.6800 -16.2034
*
```

Properties
relative energy (zero: lowest compared OMol25 entry of this formula, charge and spin): 150.8 kJ/mol
HOMO-LUMO gap (alpha / beta): 2.9 / 9.7 eV

Molecular formula: C6H31LiN8O12
Method: DFT, ωB97M-V/def2-TZVPD

Structure (ORCA input):
```
! wB97M-V def2-TZVPD RIJCOSX def2/J DEFGRID3
* xyz 0 1
Li -0.8598 1.7911 -2.8298
C -0.2094 0.7610 1.0680
C -0.4326 1.3923 -0.2841
O -0.5497 2.6249 -0.4989
O -0.6883 0.5771 -1.1671
H 0.5553 1.4316 1.4600
H 0.0038 -0.3047 1.1510
H -1.2019 0.8406 1.5116
C 3.0180 -0.9524 -0.0682
O 3.0227 0.0997 0.5560
N 2.8471 -2.0859 0.5188
N 3.2624 -1.0471 -1.3191
H 2.7929 -2.9012 -0.0748
H 2.5508 -2.2073 1.4766
H 3.2915 -0.1425 -1.7673
H 3.1587 -1.9472 -1.7655
C -0.3341 -3.0949 -4.0198
O -1.1497 -2.5645 -4.6680
N -0.0247 -4.3007 -4.1653
N 0.2486 -2.5306 -2.9872
H -0.2989 -4.8310 -4.9800
H 0.5112 -4.7041 -3.4102
H 0.9029 -3.0035 -2.3803
H -0.2371 -1.6995 -2.6814
C 2.6625 3.2563 1.9451
O 2.4036 4.4204 2.1655
N 3.1759 2.4776 2.8121
N 2.7437 2.8077 0.6831
H 3.1661 2.8362 3.7562
H 3.3998 1.5875 2.3905
H 2.3555 3.3612 -0.0672
H 2.8636 1.8094 0.5872
C -3.5537 -1.8787 -0.6527
O -4.2458 -2.8237 -0.4056
N -2.4024 -1.6514 -0.1471
N -3.8512 -0.9244 -1.4536
H -1.8950 -0.8251 -0.4298
H -2.0502 -2.4036 0.4276
H -4.7102 -1.0101 -1.9778
H -3.2409 -0.1240 -1.5375
O 2.1346 -1.3236 3.0926
H 3.0434 -1.2484 3.3836
H 2.1288 -0.9304 2.2199
O -3.8376 3.1555 0.2493
H -2.9918 2.7654 0.4698
H -4.4554 2.7483 0.8565
O -0.8589 -2.5118 3.8897
H -0.4153 -2.3270 3.0619
H -0.2300 -3.0342 4.3876
O -1.5412 2.6217 3.7745
H -2.3766 2.4175 3.3543
H -1.1997 1.7726 4.0548
O -0.2514 4.6129 1.2863
H -0.8693 4.1011 0.7643
H 0.6112 4.3289 0.9837
O -1.8563 0.4730 -3.9017
H -2.4100 0.7059 -4.6470
H -1.6256 -0.4439 -4.0514
*
```

Properties
HOMO-LUMO gap: 8.1 eV